132
Properties=species:S:1:pos:R:3 method="wB97M-V/def2-TZVPD" charge=0
C -2.280 -0.964 0.515
P -2.768 0.553 -0.464
C -2.349 2.121 0.429
N -4.461 0.481 -0.965
S -5.536 0.243 0.352
O -5.048 0.777 1.631
O -5.921 -1.177 0.500
F -6.918 1.047 -0.053
H -2.301 -1.817 -0.186
H -2.988 -1.105 1.357
H -1.246 -0.822 0.876
H -2.686 2.055 1.487
H -2.747 3.036 -0.038
H -1.237 2.199 0.453
H -4.532 -0.387 -1.522
C -10.376 1.161 2.584
C -9.178 1.476 3.458
O -8.268 0.382 3.477
H -10.892 0.270 2.949
H -11.080 1.996 2.570
H -10.060 0.952 1.558
H -9.492 1.664 4.485
H -8.654 2.364 3.089
H -7.987 0.229 2.569
C 0.937 4.935 2.792
C -0.014 4.420 1.731
O 0.256 3.043 1.444
H 1.971 4.828 2.461
H 0.746 5.986 3.011
H 0.834 4.359 3.716
H 0.107 4.981 0.806
H -1.055 4.515 2.062
H 0.143 2.545 2.258
C -4.966 -4.513 -2.944
C -5.416 -3.285 -3.709
O -5.148 -2.108 -2.949
H -5.479 -4.573 -1.982
H -5.168 -5.423 -3.510
H -3.894 -4.462 -2.733
H -6.489 -3.324 -3.900
H -4.897 -3.212 -4.670
H -4.199 -2.078 -2.792
C 1.623 6.220 -2.446
C 2.037 6.753 -1.087
O 1.841 5.765 -0.076
H 0.574 5.917 -2.434
H 1.762 6.975 -3.222
H 2.209 5.336 -2.709
H 1.436 7.622 -0.818
H 3.090 7.051 -1.093
H 2.380 5.002 -0.307
C 3.197 2.429 -1.604
C 2.074 1.472 -1.955
O 1.309 1.148 -0.798
H 3.850 1.992 -0.851
H 3.792 2.675 -2.484
H 2.795 3.355 -1.181
H 2.475 0.541 -2.356
H 1.409 1.913 -2.706
H 0.947 1.970 -0.449
C -6.755 -6.387 -7.392
C -5.746 -5.512 -6.675
O -4.961 -6.294 -5.783
H -7.409 -6.884 -6.673
H -7.370 -5.799 -8.077
H -6.248 -7.169 -7.957
H -6.254 -4.744 -6.091
H -5.081 -5.016 -7.390
H -4.508 -6.962 -6.309
C 7.230 3.193 1.405
C 5.965 2.996 0.591
O 6.249 3.052 -0.805
H 7.688 4.156 1.167
H 7.017 3.158 2.473
H 7.959 2.427 1.171
H 5.240 3.782 0.815
H 5.505 2.028 0.820
H 6.879 2.353 -0.999
C -10.824 4.233 -0.833
C -9.801 5.075 -0.094
O -9.033 4.271 0.796
H -11.491 3.737 -0.126
H -11.422 4.847 -1.510
H -10.332 3.450 -1.415
H -10.296 5.842 0.502
H -9.124 5.570 -0.799
H -8.588 3.600 0.271
C -1.668 -7.745 -0.640
C -2.122 -6.516 -1.405
O -1.865 -5.333 -0.653
H -2.182 -7.807 0.320
H -1.870 -8.656 -1.206
H -0.596 -7.695 -0.429
H -3.194 -6.560 -1.596
H -1.604 -6.442 -2.368
H -0.919 -5.289 -0.494
C 9.873 1.449 4.930
C 8.619 1.249 4.101
O 8.920 1.302 2.709
H 10.337 2.409 4.699
H 9.645 1.416 5.998
H 10.611 0.674 4.705
H 7.893 2.035 4.312
H 8.155 0.282 4.325
H 9.553 0.601 2.525
C 9.553 5.989 5.933
C 10.146 4.943 6.857
O 11.391 4.469 6.353
H 9.404 5.575 4.934
H 8.593 6.348 6.311
H 10.229 6.842 5.830
H 9.478 4.086 6.941
H 10.303 5.356 7.859
H 11.985 5.221 6.289
C 12.245 -2.130 6.700
C 10.992 -2.324 5.867
O 11.303 -2.261 4.476
H 12.709 -1.169 6.473
H 12.016 -2.167 7.767
H 12.983 -2.905 6.474
H 10.268 -1.538 6.079
H 10.526 -3.290 6.084
H 11.934 -2.959 4.287
C -3.917 -10.629 -8.154
C -4.359 -9.392 -8.912
O -4.093 -8.212 -8.155
H -4.432 -10.692 -7.194
H -4.127 -11.535 -8.726
H -2.846 -10.591 -7.942
H -5.432 -9.425 -9.103
H -3.840 -9.320 -9.872
H -3.146 -8.177 -7.995

***

12
Properties=species:S:1:pos:R:3 method="wB97M-V/def2-TZVPD" charge=0 relative_energy_kj_mol=234.6
C 0.191 0.013 -1.255
C -0.055 -0.530 0.215
C -1.253 0.092 0.888
O 2.652 -0.563 0.024
O 1.557 1.666 0.360
F 0.087 -1.848 0.262
S 1.500 0.259 -0.062
H 0.340 -0.735 -2.085
H -0.425 0.899 -1.474
H -1.264 -0.236 1.885
H -2.279 -0.129 0.345
H -1.051 1.114 0.897

***

42
Properties=species:S:1:pos:R:3 method="wB97M-V/def2-TZVPD" charge=0 relative_energy_kj_mol=77.4
C 0.486 -3.393 -1.839
C 1.006 -2.077 -1.310
O -0.115 -1.191 -1.069
P 0.001 0.375 -1.407
C 0.208 1.145 0.156
C 1.263 2.084 0.359
O 1.231 3.135 0.994
O 2.381 1.630 -0.330
C 3.257 2.650 -0.845
C 2.741 3.364 -2.070
O 0.952 0.710 -2.514
O -1.541 0.665 -1.821
C -1.817 1.764 -2.721
C -3.247 1.694 -3.210
H 1.331 -4.033 -2.096
H -0.124 -3.898 -1.085
H -0.117 -3.233 -2.737
H 1.543 -2.214 -0.364
H 1.679 -1.607 -2.040
H -0.667 1.269 0.752
H 3.449 3.383 -0.051
H 4.180 2.116 -1.085
H 3.540 3.991 -2.474
H 2.412 2.648 -2.829
H 1.909 4.026 -1.803
H -1.645 2.714 -2.195
H -1.126 1.708 -3.575
H -3.465 2.599 -3.782
H -3.389 0.834 -3.870
H -3.948 1.628 -2.375
F -0.443 -0.331 1.884
N -0.809 -1.240 3.111
C -0.374 -0.888 4.319
C -0.594 -1.731 5.403
C -1.281 -2.934 5.216
C -1.736 -3.244 3.929
C -1.488 -2.364 2.881
H 0.151 0.052 4.431
H -0.227 -1.453 6.388
H -1.461 -3.618 6.055
H -2.276 -4.167 3.743
H -1.828 -2.570 1.875

***

14
Properties=species:S:1:pos:R:3 method="wB97M-V/def2-TZVPD" charge=0 relative_energy_kj_mol=765.3
C -0.231 1.453 -0.123
C 0.064 0.009 0.140
H 0.504 2.418 -0.238
H -0.777 1.324 -1.062
H -0.884 1.797 0.839
H 1.580 1.063 -0.328
H 1.225 -1.887 -0.349
H 2.816 -1.334 0.865
H -2.400 0.235 0.190
H -2.501 -1.873 0.432
N 1.313 0.026 0.109
N 2.021 -1.172 -0.287
N -0.666 -1.064 0.009
N -2.065 -0.994 -0.197

***

132
Properties=species:S:1:pos:R:3 method="wB97M-V/def2-TZVPD" charge=0 relative_energy_kj_mol=119.0
C 3.726 2.940 -7.526
O 3.089 2.418 -6.371
C 1.858 2.851 -6.104
O 1.294 3.677 -6.741
O 1.437 2.248 -5.009
C 0.270 2.815 -4.389
H 4.440 2.198 -7.870
H 4.243 3.876 -7.312
H 2.993 3.144 -8.305
H 0.058 2.255 -3.484
H -0.617 2.746 -5.019
H 0.438 3.865 -4.141
C 4.967 -3.891 2.513
O 6.320 -3.579 2.685
C 7.047 -4.410 3.415
O 6.653 -5.407 3.949
O 8.295 -3.938 3.463
C 9.238 -4.671 4.236
H 4.283 -3.241 3.065
H 4.765 -4.918 2.801
H 4.694 -3.673 1.483
H 9.396 -4.168 5.189
H 10.180 -4.740 3.696
H 8.926 -5.694 4.438
C 6.966 -0.097 1.060
O 6.363 -0.774 -0.040
C 5.122 -1.172 0.141
O 4.411 -0.881 1.075
O 4.759 -1.914 -0.893
C 3.389 -2.344 -0.884
H 6.488 0.882 1.162
H 8.034 -0.025 0.915
H 6.762 -0.611 2.002
H 2.792 -1.531 -1.303
H 3.044 -2.572 0.119
H 3.344 -3.196 -1.553
C -1.369 -0.121 -1.477
O -0.378 0.029 -0.482
C -0.177 -0.960 0.376
O -0.727 -2.031 0.382
O 0.800 -0.552 1.178
C 1.200 -1.305 2.296
H -2.334 0.216 -1.099
H -1.486 -1.140 -1.833
H -1.084 0.511 -2.308
H 1.005 -0.771 3.226
H 2.278 -1.473 2.294
H 0.723 -2.282 2.365
C 0.160 3.322 -0.690
O -0.117 3.445 0.713
C 0.786 3.101 1.607
O 0.643 3.353 2.758
O 1.773 2.401 1.076
C 2.756 1.893 1.984
H 0.604 2.365 -0.955
H 1.004 3.998 -0.909
H -0.724 3.673 -1.200
H 2.982 2.652 2.732
H 3.600 1.482 1.454
H 2.258 1.119 2.569
C 3.278 -0.736 -5.415
O 2.846 -1.897 -4.737
C 1.826 -1.746 -3.910
O 1.412 -0.696 -3.521
O 1.401 -2.950 -3.582
C 0.083 -3.018 -3.024
H 2.573 -0.393 -6.172
H 4.193 -0.965 -5.963
H 3.553 0.067 -4.734
H -0.637 -2.473 -3.635
H 0.074 -2.583 -2.024
H -0.172 -4.070 -2.973
C -5.375 -0.794 1.594
O -5.858 -0.057 0.482
C -5.612 1.249 0.411
O -4.804 1.861 1.056
O -6.442 1.769 -0.479
C -6.384 3.171 -0.692
H -5.962 -0.618 2.500
H -4.333 -0.587 1.807
H -5.464 -1.856 1.380
H -5.357 3.512 -0.694
H -6.915 3.672 0.127
H -7.006 3.422 -1.546
C -8.886 -2.599 -4.022
O -7.774 -1.743 -3.897
C -6.626 -2.289 -3.496
O -6.426 -3.446 -3.280
O -5.729 -1.319 -3.400
C -4.438 -1.653 -2.914
H -9.495 -2.333 -4.876
H -9.485 -2.536 -3.110
H -8.571 -3.641 -4.080
H -4.030 -2.523 -3.436
H -4.378 -1.796 -1.836
H -3.784 -0.831 -3.206
C 1.954 1.254 9.947
O 2.455 1.344 8.624
C 1.666 1.922 7.720
O 0.617 2.470 7.945
O 2.230 1.746 6.525
C 1.489 2.156 5.399
H 1.546 2.198 10.295
H 2.784 0.971 10.597
H 1.260 0.415 10.042
H 2.071 2.701 4.668
H 0.572 2.709 5.589
H 1.139 1.259 4.869
C -4.471 2.314 -5.977
O -3.969 3.086 -4.918
C -3.311 2.422 -3.977
O -2.784 1.361 -4.083
O -3.060 3.213 -2.925
C -3.834 4.414 -2.767
H -4.910 1.385 -5.607
H -3.721 2.073 -6.733
H -5.275 2.795 -6.536
H -3.608 5.084 -3.593
H -3.492 4.888 -1.852
H -4.896 4.213 -2.707
C -2.600 -3.355 6.037
O -1.961 -2.627 5.003
C -2.394 -1.384 4.797
O -3.374 -0.878 5.249
O -1.495 -0.787 4.010
C -1.756 0.562 3.626
H -1.899 -3.712 6.786
H -3.141 -4.192 5.595
H -3.355 -2.739 6.530
H -1.246 1.212 4.338
H -2.812 0.813 3.632
H -1.358 0.733 2.630

***

14
Properties=species:S:1:pos:R:3 method="wB97M-V/def2-TZVPD" charge=0 relative_energy_kj_mol=198.2
C 0.486 1.262 0.992
C 0.326 1.825 2.175
H 0.336 1.867 0.111
H 0.945 0.316 0.761
H -0.003 2.845 2.303
H 0.523 1.222 3.056
C -1.143 -0.246 -1.204
C -0.606 -1.452 -1.027
N 0.773 -1.659 -1.266
H -0.610 0.535 -1.718
H -2.171 -0.098 -0.899
H -1.254 -2.328 -1.073
H 1.388 -1.571 -0.470
H 1.011 -2.518 -1.741

***

Number 1: E_tot -85453.8678 eV, LUMO level 0.6 eV, HOMO level -7.9001 eV. Number 2: E_tot -20837.0402 eV, LUMO level 0.7 eV, HOMO level -10.3523 eV. Number 3: E_tot -37552.1221 eV, LUMO level -1.3 eV, HOMO level -6.8295 eV. Number 4: E_tot -8156.3203 eV, LUMO level 0.6 eV, HOMO level -7.5093 eV. Number 5: E_tot -102857.9371 eV, LUMO level 0.5 eV, HOMO level -10.6422 eV. Number 6: E_tot -5781.7578 eV, LUMO level 1.2 eV, HOMO level -8.6679 eV.